1.
C34H37AsNO4OsP2S6Se | ωB97M-V/def2-TZVPD

The geometry in XYZ format:
```
87
Properties=species:S:1:pos:R:3
Os -0.512 0.294 0.185
O -1.509 -1.682 0.181
S -1.273 -1.928 1.628
O -2.392 -2.366 2.394
O -0.638 -0.640 2.116
C 0.047 -3.056 1.744
C -0.166 -4.335 2.220
C 0.916 -5.200 2.317
C 2.175 -4.764 1.942
C 2.369 -3.472 1.466
C 1.304 -2.587 1.355
P 1.644 -0.849 0.814
C 2.461 -0.162 2.294
C 1.786 0.710 3.142
C 2.386 1.177 4.301
C 3.665 0.763 4.636
C 4.339 -0.128 3.813
C 3.743 -0.592 2.652
C 2.973 -1.144 -0.379
C 2.879 -2.229 -1.255
C 3.865 -2.446 -2.202
C 4.951 -1.584 -2.287
C 5.053 -0.509 -1.419
C 4.069 -0.289 -0.465
H -1.161 -4.637 2.518
H 0.773 -6.205 2.689
H 3.023 -5.432 2.021
H 3.364 -3.161 1.175
H 0.789 1.034 2.907
H 1.848 1.869 4.936
H 4.136 1.128 5.539
H 5.333 -0.465 4.074
H 4.286 -1.287 2.029
H 2.037 -2.907 -1.195
H 3.783 -3.286 -2.880
H 5.716 -1.752 -3.033
H 5.896 0.167 -1.482
H 4.162 0.550 0.206
C -0.999 2.496 -2.747
P -1.815 1.383 -1.575
C -3.114 2.521 -1.003
C -2.741 0.151 -2.509
C -3.707 -0.587 -1.830
C -4.448 -1.545 -2.503
C -4.229 -1.766 -3.855
C -3.266 -1.032 -4.535
C -2.518 -0.079 -3.864
H -0.147 2.054 -3.252
H -0.674 3.366 -2.179
H -1.736 2.815 -3.485
H -3.545 2.978 -1.895
H -2.659 3.291 -0.379
H -3.891 2.004 -0.452
H -3.860 -0.431 -0.768
H -5.194 -2.122 -1.972
H -4.807 -2.514 -4.381
H -3.092 -1.207 -5.589
H -1.758 0.480 -4.397
Se 0.462 2.592 0.528
C -0.504 3.065 2.036
N -1.040 3.371 3.011
C -2.501 0.771 4.110
As -3.266 1.143 2.392
C -4.032 2.900 2.385
C -4.746 -0.048 2.158
O -2.319 0.934 0.999
H -3.018 1.398 4.835
H -1.447 1.013 4.109
H -2.655 -0.283 4.331
H -5.093 2.805 2.613
H -3.904 3.334 1.396
H -3.527 3.521 3.117
H -5.398 0.013 3.029
H -4.364 -1.060 2.054
H -5.304 0.243 1.269
C 1.592 4.214 -2.700
S 2.214 2.774 -1.795
C 2.142 1.533 -3.025
C 1.429 0.392 -2.979
S 0.283 -0.412 -1.906
S 1.551 -0.629 -4.413
C 2.700 0.332 -5.300
S 3.252 -0.084 -6.771
S 3.152 1.765 -4.442
H 1.577 5.030 -1.979
H 0.588 4.040 -3.068
H 2.257 4.477 -3.520
```

## Properties
- total charge = +1
- E_tot (eV) = -257775.3386
- E_LUMO (eV) = -3.4
- orbital gap (eV) = 6.52
- multiplicity = 1

Mulliken atomic charge list, values in e, 2 entries: atom 1 (Os): 3.224, atom 2 (O): -0.931

=====

2.
C7H8O | ωB97M-V/def2-TZVPD

The geometry in XYZ format:
```
16
Properties=species:S:1:pos:R:3
C -1.768 0.691 0.921
C 0.531 0.761 0.136
C 0.878 0.538 -1.279
C 1.340 -0.692 -1.370
C 0.954 -1.585 -0.148
C 0.135 -0.623 0.428
C -1.035 -0.698 1.058
H -2.404 0.487 -0.129
H -2.302 1.280 1.796
H 1.208 0.998 1.155
H 0.542 1.466 -2.077
H 1.641 -1.015 -2.412
H 1.710 -2.157 0.433
H 0.148 -2.435 -0.255
H -1.640 -1.523 0.995
O -0.639 1.569 0.252
```

## Properties
- E_tot (eV) = -9430.5884
- E_LUMO (eV) = 0.9
- energy above the lowest of the compared OMol25 structures with the same formula, charge and spin (kJ/mol) = 545.5
- orbital gap (eV) = 9.61
- multiplicity = 1

natural (NBO) atomic charge list, values in e, 2 entries: atom 1 (C): -0.110, atom 2 (C): -0.002

=====

3.
C4H10O2 | ωB97M-V/def2-TZVPD

The geometry in XYZ format:
```
16
Properties=species:S:1:pos:R:3
C -1.583 1.289 1.121
O -0.877 0.648 0.085
C 0.518 0.580 0.340
C 1.173 -0.107 -0.847
C 0.661 -1.558 -1.066
O -0.188 -2.025 -0.040
H -1.201 2.306 1.295
H -2.629 1.350 0.813
H -1.518 0.726 2.064
H 0.698 0.015 1.268
H 0.919 1.598 0.477
H 0.973 0.499 -1.736
H 2.259 -0.087 -0.694
H 0.164 -1.630 -2.048
H 1.508 -2.250 -1.085
H -0.879 -1.352 0.054
```

## Properties
- E_tot (eV) = -8404.2959
- E_LUMO (eV) = 1.0
- energy above the lowest of the compared OMol25 structures with the same formula, charge and spin (kJ/mol) = 120.7
- orbital gap (eV) = 10.97
- multiplicity = 1

natural (NBO) atomic charge list, values in e, 2 entries: atom 1 (C): -0.249, atom 2 (O): -0.563

=====

Look up the orbital gap of the second one. 9.61 eV